Entry 1:
The following is a DFT calculation (ωB97M-V/def2-TZVPD) of a cluster of 10 separate species, C29H83N5O10 in total in a non-equilibrium geometry.

As for the SMILES: COC[C@H](C)N.COC[C@H](C)N.COC[C@H](C)N.COC[C@H](C)N.COC[C@H](C)N.CCO.CCO.CCO.CCO.CO. For the energy above the lowest of the compared OMol25 structures with the same formula, charge and spin, the calculation gives 26.7 kJ/mol. The calculated total energy is -2180.68174 Eh. The frontier orbital gap comes out at 0.356 hartree.

Element x y z (Å)
C (3.860, 3.172, -5.008)
O (3.164, 2.563, -3.967)
C (3.708, 1.304, -3.670)
C (2.732, 0.393, -3.009)
C (3.337, -0.974, -2.699)
N (1.666, 0.195, -4.043)
H (3.687, 2.615, -5.950)
H (4.847, 3.368, -4.740)
H (3.417, 4.153, -5.122)
H (4.170, 0.867, -4.566)
H (4.564, 1.502, -2.941)
H (2.334, 0.850, -2.103)
H (3.426, -1.576, -3.605)
H (2.584, -1.425, -2.065)
H (4.251, -1.031, -2.109)
H (1.332, 1.063, -4.430)
H (0.913, -0.409, -3.690)
C (1.162, 3.481, 7.539)
O (0.402, 3.425, 6.299)
C (-0.143, 2.151, 6.030)
C (0.843, 1.223, 5.309)
C (1.488, 1.963, 4.175)
N (0.072, 0.043, 4.742)
H (2.181, 3.162, 7.514)
H (0.590, 2.967, 8.304)
H (1.169, 4.588, 7.805)
H (-0.582, 1.617, 6.885)
H (-0.969, 2.296, 5.341)
H (1.643, 0.802, 5.968)
H (2.113, 1.311, 3.620)
H (2.076, 2.839, 4.564)
H (0.743, 2.288, 3.490)
H (-0.575, -0.408, 5.455)
H (-0.540, 0.249, 3.926)
C (-3.767, 4.358, -2.163)
O (-2.450, 3.800, -2.154)
C (-1.571, 4.294, -1.140)
C (-0.558, 3.209, -0.902)
C (0.047, 3.424, 0.513)
N (0.434, 2.968, -2.005)
H (-4.395, 3.748, -2.791)
H (-3.859, 5.399, -2.491)
H (-4.170, 4.335, -1.160)
H (-1.178, 5.262, -1.525)
H (-2.057, 4.540, -0.175)
H (-1.185, 2.311, -0.719)
H (0.730, 2.669, 0.769)
H (-0.801, 3.554, 1.206)
H (0.703, 4.271, 0.521)
H (1.043, 2.202, -1.707)
H (-0.186, 2.569, -2.759)
C (0.270, -3.390, -4.886)
O (-0.066, -3.019, -3.570)
C (-0.078, -4.114, -2.650)
C (-0.212, -3.652, -1.175)
C (-0.231, -4.794, -0.201)
N (-1.437, -2.926, -1.146)
H (-0.555, -3.925, -5.389)
H (1.117, -4.014, -5.039)
H (0.429, -2.556, -5.476)
H (-1.002, -4.767, -2.828)
H (0.860, -4.714, -2.869)
H (0.617, -3.020, -0.870)
H (-0.986, -5.505, -0.458)
H (-0.447, -4.361, 0.756)
H (0.759, -5.328, -0.111)
H (-2.248, -3.517, -0.929)
H (-1.596, -2.430, -1.991)
C (-3.201, 0.091, -2.990)
O (-3.626, -1.151, -2.434)
C (-4.990, -1.386, -2.547)
C (-5.142, -2.787, -2.015)
C (-6.481, -3.483, -2.031)
N (-4.500, -2.789, -0.654)
H (-3.592, 0.356, -3.969)
H (-2.097, 0.214, -3.040)
H (-3.500, 0.884, -2.319)
H (-5.438, -0.598, -1.969)
H (-5.275, -1.266, -3.601)
H (-4.513, -3.346, -2.707)
H (-6.291, -4.536, -1.726)
H (-6.889, -3.392, -3.041)
H (-7.043, -2.956, -1.309)
H (-5.203, -2.421, -0.040)
H (-3.723, -2.116, -0.717)
C (3.824, -2.114, 0.962)
C (3.769, -1.082, 2.120)
O (3.804, 0.184, 1.444)
H (3.765, -3.099, 1.335)
H (4.771, -1.897, 0.466)
H (2.924, -1.939, 0.275)
H (4.676, -1.200, 2.795)
H (2.889, -1.289, 2.720)
H (3.695, 0.904, 2.080)
C (3.590, 3.666, -0.004)
C (3.652, 4.841, -1.017)
O (4.293, 4.573, -2.263)
H (3.197, 3.937, 1.003)
H (4.585, 3.257, 0.169)
H (2.954, 2.831, -0.378)
H (4.188, 5.693, -0.591)
H (2.623, 5.234, -1.263)
H (3.709, 3.964, -2.712)
C (0.931, -4.730, 3.041)
C (0.189, -3.393, 3.322)
O (1.104, -2.288, 3.055)
H (1.404, -4.650, 2.057)
H (0.282, -5.648, 2.955)
H (1.732, -4.891, 3.817)
H (-0.077, -3.247, 4.357)
H (-0.688, -3.286, 2.660)
H (0.666, -1.470, 3.402)
C (-3.918, -0.880, 3.546)
C (-3.269, -0.500, 2.215)
O (-1.877, -0.731, 2.297)
H (-3.747, -1.976, 3.673)
H (-4.976, -0.683, 3.562)
H (-3.446, -0.439, 4.455)
H (-3.451, 0.541, 1.921)
H (-3.651, -1.215, 1.429)
H (-1.526, -0.495, 1.432)
C (0.532, -0.436, 0.263)
O (-0.841, -0.288, -0.126)
H (0.613, -1.227, 0.950)
H (1.213, -0.618, -0.562)
H (0.850, 0.513, 0.772)
H (-1.093, -1.246, -0.258)

These are the Mulliken partial charges, in e, on atoms 1 to 6:
1. C -1.00
2. O -0.29
3. C -1.06
4. C 2.44
5. C -1.22
6. N -0.62

Entry 2:
The following is a DFT calculation (ωB97M-V/def2-TZVPD) of a cluster of 13 separate species, C29H84NO15S in total in a non-equilibrium geometry.

The calculated total energy is -2736.40584 Eh. Its net charge is +1. The frontier orbital gap comes out at 0.277 hartree.

Element x y z (Å)
C (-1.205, 2.282, 4.027)
S (-0.647, 0.872, 3.049)
O (-0.113, 1.326, 1.755)
O (-1.779, -0.070, 2.863)
C (0.741, -0.027, 3.835)
C (1.350, 0.615, 5.094)
O (0.450, 0.709, 6.172)
C (-0.152, -0.525, 6.541)
C (-0.634, -1.406, 5.357)
N (0.331, -1.422, 4.219)
H (-0.316, 2.852, 4.326)
H (-1.762, 1.938, 4.902)
H (-1.844, 2.914, 3.405)
H (1.515, -0.122, 3.063)
H (1.685, 1.630, 4.860)
H (2.250, 0.028, 5.358)
H (-1.047, -0.260, 7.114)
H (0.477, -1.124, 7.219)
H (-0.738, -2.445, 5.696)
H (-1.631, -1.090, 5.040)
H (-0.023, -1.910, 3.390)
H (1.181, -1.885, 4.556)
C (-0.069, 2.902, -2.359)
C (0.018, 1.419, -2.066)
O (0.904, 1.130, -0.983)
H (0.920, 3.304, -2.584)
H (-0.727, 3.094, -3.208)
H (-0.452, 3.445, -1.490)
H (0.416, 0.891, -2.930)
H (-0.975, 1.013, -1.840)
H (0.583, 1.567, -0.188)
C (-2.207, -0.263, -4.668)
C (-1.308, -0.260, -5.889)
O (-0.013, 0.207, -5.529)
H (-2.277, 0.744, -4.251)
H (-3.211, -0.609, -4.918)
H (-1.804, -0.908, -3.885)
H (-1.706, 0.405, -6.655)
H (-1.220, -1.265, -6.320)
H (0.313, -0.423, -4.875)
C (0.488, -3.475, -2.031)
C (1.568, -2.726, -2.790)
O (1.107, -1.440, -3.184)
H (-0.402, -3.591, -2.652)
H (0.836, -4.465, -1.727)
H (0.189, -2.920, -1.138)
H (1.851, -3.270, -3.690)
H (2.463, -2.599, -2.170)
H (0.881, -0.961, -2.378)
C (4.686, -1.621, -0.158)
C (4.610, -2.519, 1.063)
O (3.297, -3.064, 1.215)
H (3.959, -0.809, -0.081)
H (5.683, -1.191, -0.267)
H (4.448, -2.179, -1.065)
H (4.828, -1.951, 1.969)
H (5.333, -3.337, 0.989)
H (3.100, -3.574, 0.423)
C (-4.465, 3.718, -6.993)
C (-3.306, 2.821, -7.387)
O (-3.782, 1.581, -7.909)
H (-5.090, 3.225, -6.247)
H (-4.108, 4.664, -6.582)
H (-5.099, 3.933, -7.857)
H (-2.687, 2.590, -6.520)
H (-2.676, 3.308, -8.138)
H (-4.317, 1.781, -8.682)
C (-4.596, 6.125, 3.445)
C (-4.218, 4.659, 3.507)
O (-3.229, 4.418, 4.517)
H (-3.718, 6.737, 3.241)
H (-5.338, 6.305, 2.666)
H (-5.010, 6.457, 4.400)
H (-3.789, 4.336, 2.557)
H (-5.097, 4.041, 3.711)
H (-3.603, 4.692, 5.360)
C (-5.773, -1.815, -1.438)
C (-4.425, -2.465, -1.685)
O (-3.424, -1.493, -1.964)
H (-6.074, -1.225, -2.305)
H (-6.542, -2.564, -1.240)
H (-5.721, -1.135, -0.584)
H (-4.474, -3.128, -2.548)
H (-4.122, -3.059, -0.814)
H (-3.363, -0.907, -1.200)
C (5.115, -0.605, -3.629)
C (6.369, -1.364, -4.019)
O (6.052, -2.549, -4.744)
H (4.460, -1.235, -3.028)
H (5.360, 0.293, -3.058)
H (4.549, -0.311, -4.516)
H (6.920, -1.675, -3.131)
H (7.027, -0.736, -4.627)
H (5.576, -2.288, -5.538)
C (-3.468, -2.490, 2.612)
C (-2.446, -1.937, 1.637)
O (-2.882, -0.705, 1.071)
H (-4.425, -2.643, 2.112)
H (-3.137, -3.442, 3.031)
H (-3.640, -1.789, 3.434)
H (-2.292, -2.629, 0.811)
H (-1.480, -1.782, 2.137)
H (-3.010, -0.075, 1.788)
C (2.785, 2.968, 9.422)
C (3.454, 2.772, 8.076)
O (3.273, 1.436, 7.596)
H (3.187, 2.265, 10.152)
H (2.938, 3.983, 9.791)
H (1.710, 2.785, 9.350)
H (4.527, 2.937, 8.154)
H (3.052, 3.476, 7.340)
H (2.325, 1.284, 7.521)
C (-2.723, -4.165, -6.536)
C (-2.127, -4.163, -7.931)
O (-3.037, -3.626, -8.884)
H (-3.647, -4.746, -6.516)
H (-2.025, -4.590, -5.811)
H (-2.972, -3.147, -6.224)
H (-1.896, -5.180, -8.249)
H (-1.199, -3.581, -7.953)
H (-3.237, -2.723, -8.622)
C (5.183, 1.070, 3.819)
C (6.594, 0.543, 3.615)
O (7.531, 1.611, 3.586)
H (4.921, 1.770, 3.023)
H (4.455, 0.254, 3.824)
H (5.108, 1.612, 4.766)
H (6.672, 0.022, 2.662)
H (6.866, -0.157, 4.412)
H (7.481, 2.073, 4.428)

These are the Mulliken partial charges, in e, on atoms 1 to 6:
1. C -1.03
2. S 1.40
3. O -0.83
4. O -1.01
5. C -0.58
6. C -1.20

| no. | molecular weight (g/mol) |
| --- | --- |
| 1 | 662.01 |
| 2 | 719.05 |